DFT (the ωB97M-V functional and the def2-TZVPD basis) results for a structure of composition C17H44AsF6NiO19S6 in a non-equilibrium geometry.

Geometry as XYZ:
```
94
Properties=species:S:1:pos:R:3:lowdin_spin:R:1
Ni 0.15059 -0.45413 -2.37796 1.869
As -0.87632 1.73772 0.47014 0.003
F -0.10679 0.88243 1.81968 0.003
F -1.33136 2.98059 1.59379 0.000
F -1.61320 2.55073 -0.87880 0.001
F -0.32076 0.47939 -0.66656 0.031
F -2.35232 0.86881 0.81207 0.002
F 0.63342 2.56173 0.15507 0.001
O -3.44109 -1.16683 6.57935 0.000
S -3.88729 -0.99872 5.21902 0.000
O -4.38720 -2.18648 4.57970 0.000
O -5.02958 0.15051 5.24270 0.000
C -5.72521 0.45137 4.04695 0.000
C -5.71981 1.93464 3.73498 0.000
C -2.62326 -0.17710 4.21155 0.000
H -6.77621 0.16522 4.15243 0.000
H -5.39882 -0.11253 3.16663 0.000
H -6.27964 1.92870 2.78385 0.000
H -4.78976 2.46080 3.54527 0.000
H -6.46171 2.49604 4.30401 0.000
H -2.95456 0.83871 4.01811 0.000
H -2.49389 -0.60592 3.21639 0.000
H -1.67525 -0.34722 4.71431 0.000
O 1.89955 -0.69706 -1.25379 0.020
S 3.23819 -0.85088 -0.69691 0.003
O 3.97605 -2.06613 -0.94165 0.002
O 4.02742 0.41814 -1.28725 0.000
C 5.45412 0.46156 -1.08654 0.000
C 5.95544 1.79416 -1.59123 0.000
C 3.19096 -0.41623 1.05128 0.002
H 5.98379 -0.40959 -1.47173 0.000
H 5.64154 0.40204 -0.00704 0.000
H 5.82908 2.62043 -0.89032 0.000
H 5.35800 2.15987 -2.42963 0.000
H 7.00572 1.69256 -1.85636 0.000
H 2.57443 -1.23106 1.43748 0.000
H 2.83050 0.60528 1.12290 0.000
H 4.13575 -0.55616 1.57384 0.000
O 1.28735 -3.28981 0.63733 0.000
S 0.00442 -3.16685 -0.01023 0.002
O -0.22621 -2.08094 -0.92254 0.021
O -0.26824 -4.51316 -0.86534 0.000
C 0.38722 -5.69712 -0.34933 0.000
C -0.47478 -6.91418 -0.69699 0.000
C -1.34441 -3.24678 1.28081 0.003
H 0.50130 -5.63743 0.73555 0.000
H 1.41552 -5.78755 -0.69715 0.000
H -0.61981 -6.79856 -1.77301 0.000
H -1.40521 -6.84441 -0.13684 0.000
H 0.01522 -7.85824 -0.48117 0.000
H -2.30781 -3.29675 0.78507 0.000
H -1.22978 -2.31943 1.83293 0.000
H -1.04427 -4.19097 1.72524 0.000
O -1.91882 -0.49674 -2.48207 0.015
S -3.11600 -1.24140 -2.85062 0.003
O -3.24274 -1.77609 -4.18213 0.000
O -3.26227 -2.38323 -1.73517 0.000
C -4.10297 -3.51769 -2.04403 0.000
C -3.52979 -4.80528 -1.50954 0.000
C -4.60659 -0.24658 -2.45959 0.002
H -4.20725 -3.54520 -3.13246 0.000
H -5.13886 -3.32931 -1.74924 0.000
H -3.39461 -4.79403 -0.42387 0.000
H -2.58707 -5.11476 -1.95596 0.000
H -4.16373 -5.69218 -1.58876 0.000
H -4.73498 0.36338 -3.35214 0.000
H -4.40976 0.35038 -1.57426 0.000
H -5.42478 -0.95524 -2.37675 0.000
O 1.28593 1.47086 -2.54862 0.014
S 1.90732 2.71832 -2.89583 0.001
O 2.86487 3.31362 -1.99553 0.003
O 2.54924 2.51723 -4.34892 0.000
C 3.53223 3.52129 -4.73337 0.000
C 3.86180 3.17487 -6.16377 0.000
C 0.66767 3.99389 -3.14445 0.000
H 4.35813 3.53011 -4.02536 0.000
H 3.06244 4.50728 -4.67760 0.000
H 4.39846 2.22781 -6.22407 0.000
H 4.52031 3.87335 -6.68264 0.000
H 2.93461 3.16597 -6.73489 0.000
H 1.18114 4.93347 -3.33456 0.000
H 0.27754 4.21686 -2.14484 0.000
H -0.21676 3.65440 -3.67472 0.000
C 2.05192 3.77037 2.94234 0.000
C 2.12481 2.88179 4.21275 0.000
O 3.39601 3.22849 4.79326 0.000
S 4.46328 3.60353 3.63464 0.000
O 4.90269 2.51270 2.80060 0.000
O 5.45641 4.45270 4.23601 0.000
O 3.31109 4.38019 2.77438 0.000
H 1.32928 4.57718 3.07833 0.000
H 1.76949 3.29409 2.00391 0.000
H 2.09847 1.79955 4.08986 0.000
H 1.42081 3.14083 4.99963 0.000
```

Calculated values
LUMO (alpha / beta)	-3.866 / -5.571	eV
total charge	+1
2S+1	3

=====

DFT (the ωB97M-V functional and the def2-TZVPD basis) results for the molecule C17H18N2O4S in a non-equilibrium geometry.

Geometry as XYZ:
```
42
Properties=species:S:1:pos:R:3:nbo_charge:R:1
C -0.97265 2.87738 0.20959 -0.748
C -0.37458 2.39287 -1.07741 0.567
O 0.63878 2.86081 -1.54817 -0.545
C -1.09575 1.28884 -1.77673 -0.072
C -1.01988 1.21381 -3.16568 -0.185
C -1.69601 0.21798 -3.84612 -0.206
C -2.40255 -0.74585 -3.14862 -0.206
C -2.43976 -0.70934 -1.75767 0.133
N -3.11323 -1.72170 -1.04692 -0.621
C -2.59897 -2.47295 -0.03387 0.667
O -3.26191 -3.29056 0.55971 -0.573
C -1.13352 -2.24295 0.20984 -0.133
C -0.20716 -2.85714 -0.62546 -0.164
C 1.15001 -2.65864 -0.43278 -0.202
C 1.59357 -1.81101 0.56995 -0.180
C 0.66569 -1.19439 1.38543 -0.344
S 1.15785 -0.00541 2.63494 2.312
O 0.18719 1.06052 2.58280 -0.961
O 1.35378 -0.66943 3.88697 -0.925
N 2.65393 0.50195 2.05926 -0.673
C 3.59359 0.89851 3.08521 -0.421
C 2.53119 1.43362 0.96136 -0.424
C -0.68772 -1.42689 1.24056 -0.118
C -1.82134 0.33243 -1.07717 -0.228
H -0.61455 3.88244 0.41859 0.241
H -2.05817 2.86625 0.17158 0.225
H -0.64551 2.23129 1.02853 0.280
H -0.44189 1.95589 -3.69469 0.233
H -1.66184 0.18092 -4.92436 0.220
H -2.91650 -1.53653 -3.67519 0.217
H -4.04093 -1.98086 -1.35892 0.415
H -0.55197 -3.49548 -1.42550 0.223
H 1.86184 -3.15118 -1.07727 0.224
H 2.64281 -1.61615 0.72111 0.242
H 3.41602 1.92175 3.43348 0.186
H 4.60641 0.82398 2.68808 0.205
H 3.47430 0.21121 3.91881 0.242
H 2.15889 2.40920 1.28919 0.201
H 3.50457 1.56186 0.48989 0.214
H 1.83628 1.02312 0.23206 0.217
H -1.37618 -0.94780 1.91970 0.236
H -1.89413 0.38759 -0.00410 0.229
```

Calculated values
LUMO	0.096	eV
total charge	0
SMILES string	CC(=O)c1cccc(NC(=O)c2cccc(S(=O)(=O)N(C)C)c2)c1
2S+1	1

=====

DFT (the ωB97M-V functional and the def2-TZVPD basis) results for a structure of composition C11H15CoO5P in a non-equilibrium geometry.

Geometry as XYZ:
```
33
Properties=species:S:1:pos:R:3:lowdin_spin:R:1
O 0.03629 2.56938 -3.35767 0.007
C 0.01083 1.47593 -3.01778 0.100
Co -0.05027 -0.80334 -2.16480 2.403
O 0.03548 -1.80555 -4.96135 0.028
C -0.00134 -1.31529 -3.91817 0.083
C -0.01224 -2.52830 -1.55631 0.061
O 0.01351 -3.62404 -1.19081 0.026
C -1.77059 -0.66954 -2.10699 0.087
O -2.92206 -0.79557 -2.11505 0.008
C 1.75979 -0.75509 -2.15035 0.058
O 2.91051 -0.84135 -2.09975 0.001
C -2.57713 0.22658 1.37377 0.072
C -1.25926 0.97469 1.09010 0.145
P -0.07298 0.11048 0.00878 0.385
C 1.17459 1.48588 -0.07181 0.131
C 1.71421 2.07162 1.22915 0.063
C 0.38730 -1.29977 1.13868 0.123
C 0.62402 -1.05389 2.62692 0.054
H -3.14246 0.01497 0.45433 0.000
H -3.21938 0.83435 2.03474 0.034
H -2.40131 -0.73594 1.88993 0.005
H -1.48519 1.93978 0.64885 0.014
H -0.75161 1.15452 2.04672 0.008
H 1.98358 1.15512 -0.70210 0.014
H 0.61887 2.26737 -0.60176 0.000
H 2.26805 1.35745 1.85608 0.001
H 2.41164 2.88959 0.97772 0.031
H 0.91519 2.53076 1.83061 0.005
H -0.49940 -1.94858 1.03384 0.000
H 1.25494 -1.77929 0.69003 0.018
H -0.26286 -0.66262 3.14769 0.006
H 0.82772 -2.03436 3.08207 0.026
H 1.48154 -0.40595 2.85466 0.001
```

Calculated values
LUMO (alpha / beta)	-12.211 / -17.212	eV
total charge	+3
2S+1	5

=====

DFT (the ωB97M-V functional and the def2-TZVPD basis) results for the molecule C2H4N2O2 in a non-equilibrium geometry.

Geometry as XYZ:
```
10
Properties=species:S:1:pos:R:3:nbo_charge:R:1
C 0.97433 -1.28309 0.40198 -0.480
N 0.88834 0.14768 0.16373 0.215
O 0.14665 0.37935 -0.96173 -0.454
C -0.92077 1.11007 -0.06691 0.803
N -1.84599 1.82154 -0.48350 -0.721
O -0.42511 0.75325 1.07618 -0.439
H 1.82056 -1.63402 -0.20177 0.239
H 0.07082 -1.81744 0.09953 0.210
H 1.20849 -1.45549 1.45326 0.232
H -1.91733 1.97817 -1.48077 0.394
```

Calculated values
LUMO	-0.429	eV
total charge	0
SMILES string	Cn1oc(=N)o1
2S+1	1

=====

DFT (the ωB97M-V functional and the def2-TZVPD basis) results for a structure of composition C8H13NO in a non-equilibrium geometry.

Geometry as XYZ:
```
23
Properties=species:S:1:pos:R:3:nbo_charge:R:1
C -0.77454 -1.15247 -1.68563 -0.650
C 0.42545 -1.69850 2.79570 -0.679
C 0.86472 1.86010 0.16541 -0.685
C 0.31035 1.50703 -2.29703 -0.662
C -0.20995 -0.25758 -0.61100 0.005
C 0.13331 -1.10582 1.46841 0.221
C 0.29160 0.97987 -0.89490 0.189
C -1.14018 -0.24752 1.14500 0.288
N 0.76815 -1.16062 0.39275 -0.365
O -1.41480 0.77543 1.78448 -0.615
H -1.93941 -0.97327 0.87045 0.151
H -0.05153 -1.33423 -2.48335 0.220
H -1.66303 -0.70175 -2.13420 0.219
H -1.04722 -2.11534 -1.25874 0.225
H 0.27560 -0.93206 3.55914 0.245
H -0.28664 -2.50284 2.99932 0.234
H 1.43620 -2.10051 2.82842 0.233
H 1.61758 1.32212 0.74641 0.242
H 1.33658 2.74976 -0.25018 0.215
H 1.15708 1.07584 -2.83195 0.239
H -0.58496 1.26986 -2.86124 0.231
H 0.41828 2.58864 -2.31640 0.221
H 0.07735 2.15386 0.86913 0.279
```

Calculated values
LUMO (alpha / beta)	-0.265 / -0.265	eV
total charge	0
2S+1	1

=====

DFT (the ωB97M-V functional and the def2-TZVPD basis) results for the molecule C5H7NO in a non-equilibrium geometry.

Geometry as XYZ:
```
14
Properties=species:S:1:pos:R:3:nbo_charge:R:1
C -1.98423 -0.12379 -0.40925 -0.648
C -0.49938 -0.07608 -0.13125 -0.067
C 0.57364 -0.82735 -0.39258 -0.232
C 1.85114 -0.27194 0.12246 0.527
N 2.89826 -0.96166 -0.17601 -0.722
O 1.63213 0.87257 0.80761 -0.556
C -0.30921 1.12816 0.64780 -0.003
H -2.65383 0.32570 0.36028 0.221
H -2.23006 0.37130 -1.35789 0.235
H -2.22405 -1.17280 -0.42355 0.241
H 0.61819 -1.76685 -0.93242 0.234
H 3.79332 -0.60672 0.15284 0.348
H -0.80484 1.07916 1.63859 0.211
H -0.66109 2.03029 0.09335 0.210
```

Calculated values
LUMO	-0.008	eV
total charge	0
2S+1	1

=====

DFT (the ωB97M-V functional and the def2-TZVPD basis) results for a structure of composition C4H10N3 in a non-equilibrium geometry.

Geometry as XYZ:
```
17
Properties=species:S:1:pos:R:3:nbo_charge:R:1
C -2.41995 1.30673 -1.14964 0.063
C 1.13704 -0.41403 0.19492 0.710
C 0.85624 2.07658 0.66355 -0.373
C 1.33342 -2.95556 0.72509 -0.416
N -1.74565 0.23652 -1.25913 -0.622
N 0.60566 0.67358 0.02766 -0.654
N 1.30261 -1.53307 0.51120 -0.347
H -1.80269 2.14218 -0.68021 0.186
H -3.47343 1.43906 -1.48051 0.219
H 0.45350 2.01071 1.67866 0.223
H 1.90828 2.34349 0.65535 0.236
H 0.18549 2.68242 0.01307 0.211
H 1.74480 -3.45566 -0.07853 0.230
H 0.34251 -3.31814 1.00501 0.236
H 2.07441 -3.13946 1.52877 0.247
H -0.42723 0.49689 -0.75153 0.454
H -2.07502 -0.59227 -1.60372 0.395
```

Calculated values
LUMO	-3.431	eV
total charge	+1
2S+1	1

=====

In kJ/mol, the ΔE to the lowest compared entry with this formula, charge and spin values for the records above are, in order, 198.80, 167.97, 0.00, 569.16, 337.79, 300.82, 325.59.